1.
The following is a DFT calculation (wB97M-V/def2-TZVPD) of a structure of composition C12H24O13RbS at a distorted geometry.

```
51
Properties=species:S:1:pos:R:3:forces:R:3:lowdin_charge:R:1
Rb 2.187973 -0.559544 0.569628 -0.38 0.50 0.22 0.711
S -0.580349 3.652568 3.573444 -2.58 2.16 0.23 0.060
O -0.090253 2.411579 3.007944 1.54 -2.57 -1.04 -0.483
O -0.003763 4.809280 2.874432 1.42 0.44 -0.18 -0.467
O -2.033105 3.747464 3.416585 -2.36 -0.48 -1.65 -0.444
O -0.505723 3.705117 5.023144 2.38 -0.13 2.12 -0.427
C 5.637684 3.383468 -5.500962 0.81 -1.49 0.19 -0.084
C 5.185976 3.813924 -4.096151 -0.03 -0.31 -1.67 -0.193
O 3.757606 4.097862 -4.073291 0.23 -1.89 0.36 0.007
C 2.888157 3.115466 -3.572659 1.80 0.92 2.44 -0.523
O 3.186122 2.076778 -2.985711 -0.25 1.72 -1.79 0.091
O 1.709681 3.709293 -3.578155 -0.76 0.09 -0.04 -0.006
C 0.980619 3.859116 -2.344954 -0.88 0.03 1.12 -0.014
H 6.706639 3.170355 -5.498352 0.56 0.92 0.33 0.067
H 5.442897 3.997364 -6.380335 -0.39 0.18 0.44 0.077
H 5.415271 2.334793 -5.698249 -1.24 0.02 -0.20 0.068
H 5.752488 4.722331 -3.891308 -0.65 0.19 0.52 0.118
H 5.467188 3.023474 -3.400303 -0.31 0.17 0.18 0.116
H 1.471237 3.563679 -1.417542 0.58 -0.67 -0.47 0.104
H 0.011388 3.361753 -2.381451 0.23 -0.25 -0.30 0.094
H 0.753186 4.895822 -2.096737 0.23 0.32 -0.91 0.099
C 1.250609 -5.437903 -3.461083 0.02 0.24 0.19 -0.063
C -0.259000 -5.582225 -3.112797 2.15 -0.33 0.82 -0.207
O -1.011531 -4.582365 -3.772792 -1.09 1.76 -0.19 0.018
C -0.912401 -3.254146 -3.454303 1.83 1.74 1.92 -0.412
O -0.215043 -2.765610 -2.507349 -2.90 -1.88 -3.82 0.053
O -1.661764 -2.534462 -4.393316 0.18 -3.35 1.14 -0.015
C -1.693336 -1.155300 -4.480466 2.37 2.59 1.34 -0.088
H 1.777461 -4.640915 -2.936363 -0.44 0.04 0.51 0.062
H 1.434284 -5.145664 -4.494985 -0.49 -0.41 -0.29 0.078
H 1.819950 -6.346461 -3.264931 -0.24 -0.15 -0.01 0.071
H -0.422285 -5.673584 -2.038969 0.10 1.23 0.34 0.120
H -0.595338 -6.597257 -3.324200 -0.44 0.38 -1.40 0.117
H -2.612664 -0.574241 -4.553379 -0.64 -1.27 -0.36 0.101
H -0.983255 -0.804902 -5.229540 -0.32 -0.28 -0.62 0.096
H -1.233384 -0.699668 -3.603574 -0.01 -0.24 0.52 0.086
C -2.517875 -2.040539 3.666324 -0.51 -1.45 0.40 -0.076
C -2.425323 -1.040637 4.834412 1.69 0.23 -3.21 -0.232
O -3.296838 -1.395809 5.842955 -1.00 -1.02 1.46 0.032
C -3.551373 -0.498417 6.819504 1.51 4.18 -2.31 -0.589
O -3.408694 0.709091 6.643823 -0.60 -2.24 0.93 0.139
O -3.886310 -1.114147 7.902673 -0.90 -1.69 2.86 0.026
C -4.255955 -0.463219 9.148693 -0.38 0.68 0.01 -0.017
H -3.511323 -2.186105 3.242079 -0.14 0.63 -0.13 0.069
H -2.290773 -3.055726 3.991772 0.05 -0.21 0.63 0.058
H -1.789275 -1.956126 2.860034 -0.06 0.99 0.06 0.064
H -2.540404 -0.051084 4.392113 -0.43 0.28 0.64 0.140
H -1.372424 -1.114520 5.106508 -0.02 0.25 0.84 0.128
H -4.093005 -1.059190 10.046674 0.75 -0.84 -0.67 0.081
H -5.332389 -0.312148 9.229710 -0.09 0.26 -0.77 0.087
H -3.751263 0.481338 9.351757 0.09 0.01 -0.70 0.097
```
Positions in Å, forces in eV/Å.

Values from the calculation:
ΔE to the lowest compared entry with this formula, charge and spin ... 714.2 kJ/mol
Gap between HOMO and LUMO ... 1.8 eV
M ... 493.8 g mol⁻¹
Charge ... -1

2.
The following is a DFT calculation (wB97M-V/def2-TZVPD) of a structure of composition C12H24O24S6 at a distorted geometry.

```
66
Properties=species:S:1:pos:R:3:forces:R:3:lowdin_charge:R:1
C 0.565303 0.284595 -1.928723 1.99 -0.67 -1.11 -0.194
C -0.392448 -0.803528 -2.451897 -0.51 1.56 0.64 -0.148
O -1.040348 -1.340588 -1.293758 0.54 0.73 1.13 -0.185
S -0.902065 -0.311038 -0.006545 0.16 -0.26 0.39 0.669
O -0.328817 -0.997963 1.117070 0.00 0.22 -1.29 -0.236
O -2.136705 0.353612 0.203376 0.06 0.01 -0.45 -0.204
O 0.200110 0.727022 -0.640697 -1.86 -1.08 0.31 -0.189
H 0.574174 1.061174 -2.693214 -0.11 0.48 0.52 0.118
H 1.602818 -0.043317 -1.814327 -0.07 -0.29 -0.27 0.128
H 0.048993 -1.592880 -3.049789 0.18 -0.04 0.20 0.133
H -1.100573 -0.213463 -3.035860 -0.46 -0.67 -0.18 0.114
C -0.734755 6.128520 -3.398605 -0.31 -0.81 -1.32 -0.146
C -1.184062 4.936961 -4.272680 -1.53 0.16 0.82 -0.174
O -0.476604 3.838107 -3.738523 1.35 -1.30 1.21 -0.209
S -0.416083 3.946674 -2.104339 -0.83 0.78 -0.01 0.640
O 0.865812 3.649558 -1.536290 -0.84 -0.29 -1.11 -0.219
O -1.610625 3.386888 -1.539328 1.10 0.10 -0.63 -0.211
O -0.577976 5.528247 -2.125648 0.39 0.44 0.77 -0.193
H -1.517484 6.873169 -3.295991 0.14 0.17 -0.16 0.134
H 0.187731 6.521181 -3.827817 0.17 0.24 0.62 0.131
H -1.043860 4.935520 -5.349504 0.35 0.37 0.11 0.137
H -2.245409 4.751761 -4.053804 0.04 0.10 -0.31 0.131
C 3.333310 0.966102 1.239166 0.11 -0.25 0.11 -0.155
C 2.122159 1.540580 1.986978 -0.32 0.60 0.27 -0.140
O 2.545395 1.645168 3.363174 1.10 0.15 0.65 -0.201
S 4.128644 1.354349 3.492531 -1.00 -0.61 0.38 0.660
O 4.364168 0.711995 4.767117 -0.08 0.90 -2.14 -0.228
O 4.895211 2.481155 3.031091 -0.43 -0.68 0.72 -0.238
O 4.085450 0.290387 2.269899 0.59 0.16 0.68 -0.206
H 3.969276 1.749146 0.828790 -0.13 0.03 -0.14 0.120
H 3.127598 0.207167 0.490314 -0.28 0.08 0.03 0.125
H 1.215080 0.943116 2.008022 0.21 -0.32 -0.13 0.093
H 1.847092 2.551805 1.686843 0.14 -0.11 -0.38 0.137
C 3.100563 -4.122042 5.009161 -0.28 0.35 -1.53 -0.148
C 1.781023 -4.418470 5.709451 -0.55 -0.95 0.72 -0.164
O 1.016697 -3.225329 5.630616 -0.45 0.61 0.15 -0.202
S 1.755908 -2.085933 4.791327 -0.53 1.53 1.21 0.624
O 1.598235 -0.816668 5.454133 0.43 -1.83 -0.85 -0.201
O 1.325234 -2.221501 3.432165 0.90 -0.17 0.36 -0.226
O 3.210246 -2.689611 5.111159 -0.02 0.54 -0.36 -0.184
H 3.019987 -4.309609 3.931812 -0.07 -0.36 0.14 0.125
H 4.021451 -4.589826 5.338769 -0.18 0.12 0.57 0.136
H 1.881784 -4.685150 6.766002 0.23 0.29 -0.06 0.132
H 1.139973 -5.191011 5.274909 0.60 -0.12 -0.33 0.133
C -3.021448 -1.008727 3.348387 -1.71 1.03 -0.48 -0.145
C -1.722079 -1.276105 4.054640 1.23 0.11 -1.03 -0.175
O -1.590571 -0.201093 4.990201 0.43 0.25 1.36 -0.185
S -1.970189 1.120277 4.233124 -1.61 0.83 -1.88 0.663
O -0.996175 1.441006 3.206165 -1.04 -0.66 1.38 -0.231
O -2.473707 2.162837 5.076068 0.82 -1.17 -0.22 -0.219
O -3.304846 0.406000 3.557839 1.36 0.60 0.40 -0.203
H -3.883816 -1.532698 3.765773 0.17 -0.06 0.14 0.128
H -3.062670 -1.101664 2.263630 0.60 -0.56 0.07 0.114
H -0.884276 -1.135571 3.369640 -0.11 -0.48 -0.10 0.079
H -1.639467 -2.242707 4.540515 -0.13 0.20 0.34 0.139
C -2.829735 -3.012241 -6.333756 0.45 0.12 1.90 -0.193
C -1.393503 -3.178806 -6.791685 -1.38 0.62 -1.96 -0.145
O -0.947990 -1.819146 -6.888007 1.06 1.64 0.42 -0.214
S -2.078904 -0.668656 -6.814212 -1.74 -0.48 -0.89 0.692
O -2.113012 0.174958 -7.989491 0.43 -1.67 1.53 -0.227
O -2.157954 -0.014335 -5.533651 0.58 -1.08 -0.88 -0.240
O -3.290469 -1.806925 -6.943042 0.68 0.90 -0.33 -0.194
H -2.828429 -2.822857 -5.256217 -0.22 -0.28 0.13 0.126
H -3.450916 -3.875171 -6.547393 -0.25 0.28 -0.35 0.137
H -1.497326 -3.517261 -7.827665 0.57 -0.23 0.02 0.132
H -0.684143 -3.797178 -6.257373 -0.16 0.19 0.46 0.136
```
Positions in Å, forces in eV/Å.

Values from the calculation:
ΔE to the lowest compared entry with this formula, charge and spin ... 167.1 kJ/mol
Gap between HOMO and LUMO ... 10.4 eV
M ... 744.7 g mol⁻¹